Entry from the Open Molecules 2025 dataset: a molecular structure, C42H60AlNP2SSi (wB97M-V/def2-TZVPD).

Output
Lowest unoccupied orbital energy in eV: -5.79
E in eV: -89897.0523
E_HOMO in eV: -13.231
Maximum force in eV/A: 0.37

ORCA input file:
```
! wB97M-V def2-TZVPD RIJCOSX def2/J DEFGRID3
* xyz 2 1
Al 0.032 0.285 -0.153
C -1.227 -0.413 3.500
Si 0.065 -0.098 2.197
C 1.374 -1.456 2.268
C 1.350 -2.421 3.280
C 2.161 -3.549 3.225
C 3.004 -3.742 2.140
C 3.056 -2.794 1.126
C 2.259 -1.653 1.185
P 2.401 -0.328 -0.065
C 3.610 0.826 0.695
C 4.978 0.222 1.023
C 5.663 1.135 2.061
C 5.343 2.626 1.830
C 5.053 2.890 0.355
C 3.771 2.156 -0.072
C 2.944 -1.100 -1.649
C 2.504 -0.248 -2.860
C 3.153 -0.779 -4.135
C 4.679 -0.555 -4.094
C 5.212 -0.523 -2.653
C 4.440 -1.495 -1.763
C 0.790 1.638 2.521
C 1.525 1.807 3.704
C 1.975 3.051 4.119
C 1.670 4.175 3.361
C 0.950 4.042 2.185
C 0.524 2.786 1.736
P -0.368 2.619 0.139
C 0.128 3.780 -1.219
C 0.944 3.044 -2.298
C 1.119 3.899 -3.551
C 1.765 5.239 -3.208
C 0.953 5.967 -2.140
C 0.790 5.119 -0.874
C -2.187 2.906 0.295
C -2.564 4.337 0.716
C -2.384 4.625 2.217
C -2.705 3.400 3.099
C -3.636 2.436 2.370
C -2.936 1.838 1.146
H -0.783 -0.270 4.490
H -2.061 0.288 3.407
H -1.626 -1.431 3.451
H 0.682 -2.297 4.128
H 2.130 -4.279 4.024
H 3.627 -4.626 2.083
H 3.725 -2.957 0.289
H 3.108 1.031 1.642
H 4.896 -0.790 1.421
H 5.580 0.172 0.113
H 5.349 0.840 3.065
H 6.740 0.970 2.009
H 4.467 2.923 2.421
H 6.170 3.245 2.176
H 4.945 3.958 0.160
H 5.900 2.549 -0.248
H 2.901 2.786 0.136
H 3.798 1.981 -1.150
H 2.338 -2.011 -1.658
H 1.419 -0.260 -2.945
H 2.797 0.796 -2.724
H 2.926 -1.847 -4.229
H 2.722 -0.292 -5.010
H 5.179 -1.350 -4.649
H 4.933 0.380 -4.598
H 6.272 -0.779 -2.643
H 5.140 0.490 -2.238
H 4.496 -2.496 -2.202
H 4.913 -1.566 -0.786
H 1.751 0.936 4.318
H 2.540 3.148 5.039
H 1.985 5.158 3.688
H 0.711 4.932 1.627
H -0.847 4.006 -1.664
H 1.925 2.802 -1.885
H 0.460 2.104 -2.558
H 1.718 3.358 -4.288
H 0.137 4.075 -4.006
H 2.783 5.069 -2.838
H 1.852 5.856 -4.102
H 1.428 6.913 -1.876
H -0.038 6.211 -2.538
H 1.777 4.937 -0.437
H 0.201 5.677 -0.145
H -2.476 2.786 -0.751
H -2.018 5.069 0.118
H -3.614 4.467 0.447
H -1.369 4.971 2.421
H -3.042 5.454 2.482
H -1.779 2.873 3.363
H -3.154 3.724 4.037
H -3.955 1.629 3.031
H -4.546 2.959 2.065
H -2.240 1.080 1.503
H -3.655 1.313 0.514
S -1.098 -0.824 -1.804
C -1.862 -2.199 -1.057
N -2.140 -3.217 -1.899
C -2.767 -4.360 -1.536
C -3.149 -4.538 -0.241
C -2.888 -3.511 0.670
C -2.257 -2.350 0.267
H -1.860 -3.105 -2.866
H -2.934 -5.087 -2.318
H -3.647 -5.448 0.056
H -3.195 -3.622 1.704
H -2.072 -1.541 0.958
*
```

Mulliken atomic charge list, values in e, 4 entries: atom 1 (Al): -0.510, atom 2 (C): -1.476, atom 3 (Si): 1.492, atom 4 (C): -0.204